No. 1
65
Properties=species:S:1:pos:R:3 method="wB97M-V/def2-TZVPD" homo_ev="-0.52 / -0.51" lumo_ev="2.64 / 2.64" orbital_gap_ev="3.15 / 3.15" charge=-1
O -0.71509 2.05016 -4.72071
C 0.44969 2.89065 -5.04078
C -0.29545 4.20803 -4.76596
H 0.73285 2.71119 -6.09060
H 1.31421 2.75122 -4.37159
C -1.52232 3.25828 -4.59213
H -0.37483 4.88364 -5.62187
H 0.01928 4.71631 -3.83666
C -2.54339 3.39525 -5.71418
H -2.05332 3.46201 -6.69376
H -3.13368 4.30792 -5.54148
H -3.22857 2.53784 -5.71941
C -2.17374 3.35375 -3.23364
H -1.42985 3.35083 -2.43390
H -2.87632 2.52804 -3.08354
H -2.72553 4.29608 -3.14980
Be 0.28584 -1.10511 -0.53605
C 2.22201 0.46976 0.66457
C 2.49416 -0.51402 -0.31702
C 1.63890 -0.25136 -1.45334
H 3.29029 -1.26087 -0.27862
C 0.75990 0.84745 -1.07345
C 1.17041 1.30361 0.20624
H 0.76786 2.17272 0.73804
H 2.78706 0.63082 1.58178
H 1.72837 -0.67684 -2.44786
H 0.08468 1.36104 -1.75073
C -1.55935 -1.72468 0.90702
C -2.39140 -0.65359 0.23465
C -2.18026 -0.64364 -1.11138
H -3.10521 -0.05570 0.79893
C -1.22130 -1.67323 -1.45563
C -0.86341 -2.36838 -0.27699
H -0.25338 -3.27731 -0.18857
H -2.14391 -2.38991 1.56407
H -2.72407 -0.04446 -1.84038
H -1.03312 -2.02384 -2.47073
O 0.84758 -2.53154 -3.50767
C 0.11216 -2.10385 -4.71095
C 0.99937 -2.31989 -5.93295
H -0.21049 -1.06398 -4.59013
H -0.79165 -2.73025 -4.80950
C 1.85980 -3.53855 -5.53163
H 1.64475 -1.44230 -6.07185
H 0.43046 -2.49441 -6.85078
C 1.70504 -3.62453 -3.99873
H 2.90063 -3.40884 -5.83868
H 1.46918 -4.45442 -5.98944
H 2.67552 -3.60227 -3.48551
H 1.21941 -4.58224 -3.75000
C 1.03046 0.97960 4.13051
C 0.34040 -0.38144 4.16850
C 1.32170 -1.42045 4.70700
C -0.87300 -0.29848 5.10658
C -0.04992 -0.77698 2.78364
C -0.44738 -1.08963 1.66419
H 1.38762 1.25375 5.13155
H 0.32989 1.74818 3.79071
H 1.87371 0.96562 3.43343
H 1.67697 -1.13722 5.70432
H 0.82846 -2.39413 4.77781
H 2.17976 -1.51740 4.03284
H -1.64696 0.37241 4.71528
H -1.33025 -1.28173 5.26420
H -0.55331 0.08001 6.08490

---

No. 2
18
Properties=species:S:1:pos:R:3 method="wB97M-V/def2-TZVPD" homo_ev="-6.93 / -7.25" e_above_lowest_kj_mol=397.9 lumo_ev="0.80 / 0.87" orbital_gap_ev="7.73 / 8.12"
C -1.44384 -2.19278 0.53275
C -1.20393 -0.68429 0.43130
C 0.18146 -0.39813 -0.01381
C 0.16496 2.07860 -0.98269
O 1.05230 0.03846 0.82312
C 2.24730 0.51610 0.49375
H -1.26164 -2.67048 -0.43709
H -0.74739 -2.63133 1.25501
H -2.46778 -2.42370 0.83926
H -1.38213 -0.18321 1.38970
H -1.90680 -0.24019 -0.29191
H 0.51308 -0.61899 -1.02640
H -0.23310 1.50597 -1.82580
H 0.50830 3.04852 -1.33820
H -0.63330 2.21786 -0.24556
H 2.69424 0.14116 -0.42171
H 1.07998 1.64971 -0.51249
H 2.83831 0.84672 1.33078

---

No. 3
87
Properties=species:S:1:pos:R:3 method="wB97M-V/def2-TZVPD" homo_ev=-8.69 e_above_lowest_kj_mol=194.3 lumo_ev=-2.16 orbital_gap_ev=6.53
C 1.18434 0.09549 -1.42384
C 0.49134 -1.22751 -1.05884
O 1.21634 -2.23051 -0.95484
N -0.92866 -1.14251 -0.74284
H -1.41366 -2.09451 -0.51984
H -0.91866 -0.61551 0.12816
C -1.69766 -0.31251 -1.71484
H 2.23234 0.09949 -1.16084
H 0.97234 1.13749 -0.82084
H 0.94034 0.48349 -2.40684
H -2.73466 -0.43651 -1.42984
H -1.52766 -0.42551 -2.76984
H -1.25366 0.60849 -1.56584
O -0.97666 -0.00551 1.55616
H -0.73666 -0.14651 2.35516
C -2.78966 -0.60351 4.84016
C -2.32266 -1.86051 4.35216
C -2.92766 -3.17351 4.92216
O -2.54866 -1.88951 3.02316
H -3.79766 -0.57151 4.31016
H -2.19166 0.20449 4.50416
H -2.73166 -0.54951 5.92816
H -1.11866 -1.89351 4.52716
H -2.83666 -4.31251 4.55116
H -4.00666 -2.97951 4.87316
H -2.59766 -3.11451 6.01616
H -2.31666 -1.15551 2.55616
C 0.97734 0.74249 4.15916
C 1.44334 1.91549 3.17416
C 2.80534 2.47749 3.55716
O 1.45734 1.38749 1.87516
H 1.22334 1.19649 5.15616
H 1.63434 -0.02351 4.13716
H -0.16666 0.64849 3.99416
H 0.54734 2.61449 3.41216
H 3.64734 1.81149 3.54016
H 2.73034 2.98849 4.60716
H 3.01834 3.32649 2.92716
H 0.74934 0.94149 1.72916
C -0.01566 3.38449 -3.46984
C 0.09234 2.37349 -4.65284
C 1.53434 2.04149 -5.00584
O -0.74166 1.27849 -4.58184
H -1.08566 3.53249 -3.54184
H 0.27434 4.31249 -3.86184
H 0.11034 2.98849 -2.43084
H -0.07066 2.81849 -5.53584
H 2.16934 3.02649 -4.86184
H 1.73334 1.88449 -6.13984
H 2.28034 1.17349 -4.55584
H -0.54666 0.52749 -5.16884
C -4.53566 1.94049 2.54816
C -4.09166 0.94949 1.54116
C -5.21766 0.82649 0.56616
O -2.99166 1.47549 0.89516
H -5.25566 1.65949 3.16116
H -4.80266 3.09749 2.12016
H -3.98466 2.12349 3.27916
H -3.97566 0.09149 2.06816
H -5.65366 1.62549 0.29016
H -5.89566 0.21749 0.81716
H -4.63666 0.49549 -0.39284
H -2.12066 0.91449 1.12416
C -1.55766 -3.85151 -3.34084
C -2.01666 -4.64651 -2.12784
C -0.79866 -5.37551 -1.46384
O -2.53466 -3.79751 -1.11084
H -0.77966 -3.19751 -3.17284
H -2.37666 -3.23751 -3.70884
H -1.47866 -4.57151 -4.21384
H -2.86166 -5.42151 -2.38284
H -0.93066 -5.84951 -0.42784
H 0.17934 -4.65451 -1.26584
H -0.46466 -6.25051 -2.18184
H -3.40866 -4.10951 -1.06484
C 7.75734 0.28849 -1.55384
C 6.18034 0.24249 -1.67984
C 5.48734 1.58449 -1.90784
O 4.26034 1.64149 -1.94284
C 6.31334 2.71449 -2.03284
C 7.75434 2.79249 -1.96584
C 8.49134 1.49249 -1.88884
O 9.64934 1.49249 -1.86684
H 8.08234 -0.65651 -1.13984
H 5.66334 -0.71651 -1.75584
H 5.74534 3.71449 -2.29584
H 8.34134 3.69849 -1.86184